Below is C34H60Br22NO7S as an isolated structure, with properties calculated with ωB97M-V/def2-TZVPD.

Structure (XYZ):
```
125
Properties=species:S:1:pos:R:3:mulliken_charge:R:1
O 0.142 1.630 4.809 -0.425
C -0.173 0.508 4.482 0.051
O -1.110 0.164 3.511 -0.156
C -1.237 1.164 2.484 -1.144
C -0.144 0.954 1.285 1.809
C -0.356 -0.534 0.801 -0.166
C -1.600 -0.917 0.066 -0.771
N -1.846 -2.237 -0.362 0.150
C -0.922 -3.261 -0.099 -0.113
C 0.369 -3.002 0.599 -1.229
C 0.647 -1.612 1.052 0.953
C 2.020 -1.362 1.795 0.229
O 2.941 -2.082 1.440 -0.548
O 2.162 -0.425 2.799 -0.185
C 3.520 0.063 2.903 -0.887
C 3.957 1.014 1.690 0.645
C 4.417 2.456 2.179 -1.108
S 3.194 3.808 1.773 1.448
O 3.966 5.041 1.562 -0.638
O 2.272 3.917 2.923 -0.657
O 2.259 3.468 0.405 -0.268
H 0.299 -0.354 5.057 0.350
H -2.241 0.972 1.982 0.250
H -1.283 2.237 2.862 0.584
H -0.447 1.650 0.423 -0.075
H 0.907 1.179 1.609 -0.999
H -2.409 -0.170 -0.198 0.578
H -2.712 -2.462 -0.858 0.318
H -1.121 -4.348 -0.430 0.258
H 1.145 -3.788 0.803 0.560
H 3.547 0.713 3.836 0.511
H 4.291 -0.741 3.067 0.294
H 3.085 1.073 0.973 0.249
H 4.831 0.526 1.157 -0.164
H 4.570 2.526 3.301 0.507
H 5.400 2.730 1.707 0.348
H 1.315 3.259 0.711 0.124
Br -1.560 2.742 -2.405 -0.117
C -2.135 4.453 -1.664 -0.372
C -1.099 5.020 -0.727 -0.606
Br -1.134 4.106 0.994 -0.056
H -3.100 4.285 -1.189 0.109
H -2.269 5.105 -2.528 0.420
H -1.317 6.064 -0.499 0.482
H -0.082 4.942 -1.108 0.315
Br 7.651 -2.961 2.612 -0.119
C 6.424 -3.052 1.101 -0.220
C 7.107 -2.667 -0.186 -0.464
Br 7.337 -0.735 -0.317 -0.173
H 5.574 -2.416 1.344 -0.019
H 6.095 -4.091 1.065 0.353
H 6.490 -2.938 -1.043 0.369
H 8.094 -3.111 -0.301 0.272
Br 7.087 4.244 -2.021 -0.150
C 5.660 3.275 -2.924 -0.568
C 4.299 3.781 -2.498 -0.781
Br 3.789 3.127 -0.716 0.028
H 5.810 2.218 -2.711 0.305
H 5.824 3.454 -3.988 0.384
H 3.525 3.401 -3.165 0.356
H 4.241 4.868 -2.458 0.387
Br 9.992 -7.400 3.171 -0.126
C 11.181 -6.735 1.778 -0.612
C 10.616 -5.504 1.118 -0.453
Br 9.189 -5.960 -0.129 -0.147
H 11.348 -7.557 1.084 0.374
H 12.115 -6.502 2.289 0.350
H 11.376 -5.011 0.511 0.362
H 10.202 -4.788 1.826 0.262
Br -3.451 3.200 -5.909 -0.100
C -1.589 3.221 -6.478 -0.526
C -1.215 1.937 -7.173 -0.660
Br -0.951 0.490 -5.895 -0.139
H -0.989 3.422 -5.591 0.302
H -1.510 4.065 -7.163 0.384
H -0.258 2.042 -7.685 0.384
H -1.966 1.599 -7.884 0.363
Br -5.550 3.434 7.187 -0.135
C -3.946 2.329 7.202 -0.565
C -2.938 2.809 6.190 -0.578
Br -3.440 2.284 4.380 0.041
H -4.267 1.302 7.036 0.354
H -3.548 2.422 8.213 0.386
H -1.969 2.339 6.361 0.233
H -2.815 3.890 6.183 0.430
Br -5.724 -2.253 -8.120 -0.141
C -6.326 -0.511 -7.492 -0.621
C -5.348 0.087 -6.514 -0.369
Br -5.502 -0.748 -4.759 -0.129
H -7.322 -0.650 -7.074 0.387
H -6.396 0.106 -8.389 0.387
H -5.568 1.141 -6.346 0.134
H -4.309 -0.016 -6.825 0.324
Br -5.392 2.669 -0.003 -0.103
C -6.572 2.583 -1.549 -0.571
C -5.833 2.953 -2.808 -0.438
Br -5.571 4.880 -2.943 -0.121
H -7.423 3.229 -1.339 0.399
H -6.911 1.548 -1.593 0.360
H -6.416 2.685 -3.689 0.338
H -4.848 2.494 -2.877 0.147
Br -2.506 -7.581 1.998 -0.119
C -3.762 -7.639 0.512 -0.596
C -3.100 -7.226 -0.776 -0.494
Br -2.870 -5.289 -0.862 -0.096
H -4.607 -7.009 0.783 0.394
H -4.092 -8.677 0.456 0.373
H -3.728 -7.476 -1.631 0.376
H -2.115 -7.668 -0.914 0.236
Br -6.620 4.028 3.094 -0.085
C -7.108 5.361 4.427 -0.495
C -8.318 6.150 3.995 -0.586
Br -7.855 7.475 2.643 -0.143
H -6.228 5.980 4.594 0.403
H -7.324 4.793 5.331 0.126
H -8.719 6.725 4.830 0.372
H -9.107 5.530 3.574 0.355
Br 2.321 -7.228 0.922 -0.106
C 1.073 -7.291 -0.571 -0.352
C 1.743 -6.901 -1.864 -0.496
Br 1.995 -4.971 -1.976 -0.121
H 0.234 -6.646 -0.310 -0.068
H 0.731 -8.326 -0.613 0.386
H 1.112 -7.155 -2.716 0.346
H 2.723 -7.356 -1.996 0.405
```

The frontier orbital gap is 5.55 eV. As for the net charge: +1. As for the LUMO energy: -4.2578 eV. As for the spin multiplicity: 1.

Below is C34H60CoN2O2Si as an isolated structure, with properties calculated with ωB97M-V/def2-TZVPD.

Structure (XYZ):
```
100
Properties=species:S:1:pos:R:3:mulliken_charge:R:1
O 2.522 -2.353 -3.007 -0.356
O 0.424 -3.224 -2.755 0.202
C 2.326 -0.953 -3.424 0.630
C 3.571 -0.404 -4.075 -1.515
H 2.042 -0.364 -2.537 -0.340
H 1.484 -0.975 -4.125 0.361
H 4.314 -0.101 -3.329 0.300
H 3.302 0.490 -4.645 0.469
H 4.025 -1.124 -4.767 0.291
C 3.444 -2.522 -1.866 0.314
C 3.670 -3.988 -1.635 -1.277
H 3.008 -2.020 -0.989 -0.153
H 4.368 -2.002 -2.145 0.395
H 2.761 -4.505 -1.307 0.205
H 4.416 -4.097 -0.843 0.443
H 4.063 -4.476 -2.534 0.321
C 0.019 -4.009 -1.576 -0.871
C -0.161 -3.571 -4.050 -0.363
C 0.075 -3.149 -0.344 -0.549
H 0.692 -4.875 -1.502 0.207
H -1.001 -4.357 -1.771 0.551
H 1.100 -2.860 -0.083 0.031
H -0.335 -3.714 0.500 0.593
H -0.531 -2.242 -0.461 0.035
C 0.753 -4.402 -4.908 -1.196
H -0.388 -2.606 -4.517 0.270
H -1.100 -4.094 -3.845 0.483
H 1.728 -3.930 -5.067 0.248
H 0.280 -4.525 -5.885 0.434
H 0.892 -5.402 -4.487 0.327
H 1.513 -2.864 -2.846 0.475
N 0.835 2.244 1.771 2.266
C 0.942 2.797 2.999 1.304
C -0.107 2.742 3.916 -2.547
C -1.251 1.946 3.787 1.874
C 2.241 3.441 3.378 -1.704
H 2.679 4.022 2.553 0.251
H 2.982 2.695 3.707 0.182
H 2.059 4.125 4.217 0.524
C -2.090 1.630 4.987 -1.537
H -2.102 0.551 5.211 0.250
H -3.131 1.966 4.870 0.162
H -1.664 2.147 5.854 0.518
N -1.632 1.443 2.598 1.440
C 1.997 1.870 1.035 -1.367
C 2.396 2.606 -0.100 1.585
C 1.706 3.868 -0.504 -1.387
C 3.460 2.134 -0.871 -1.049
H 3.746 2.691 -1.766 0.492
C 4.156 0.985 -0.498 -0.864
H 5.003 0.638 -1.093 0.702
C 3.789 0.293 0.657 -0.862
H 4.336 -0.600 0.970 0.574
C 2.725 0.730 1.444 1.431
C 2.390 -0.003 2.707 -1.998
C -2.698 0.493 2.502 -1.414
C -4.029 0.932 2.321 1.284
C -4.403 2.378 2.415 -1.471
C -5.025 -0.021 2.096 -0.790
H -6.044 0.326 1.907 0.459
C -4.729 -1.384 2.127 -0.969
H -5.518 -2.117 1.949 0.406
C -3.428 -1.812 2.395 -0.859
H -3.185 -2.877 2.458 0.408
C -2.406 -0.885 2.612 1.130
C -1.025 -1.368 2.934 -1.057
Co -0.870 2.073 1.042 -1.395
H 0.824 3.678 -1.133 0.009
H 2.393 4.476 -1.105 0.620
H 1.393 4.475 0.354 0.231
H 1.307 -0.050 2.885 0.049
H 2.853 0.461 3.592 0.288
H 2.760 -1.036 2.651 0.446
H -5.315 2.561 1.833 0.494
H -3.625 3.051 2.038 -0.017
H -4.620 2.677 3.451 0.399
H -0.524 -0.732 3.674 0.324
H -0.386 -1.427 2.040 -0.159
H -1.073 -2.383 3.352 0.624
H 0.052 3.223 4.879 0.385
C -0.666 0.794 -0.218 2.595
Si -2.136 0.773 -1.423 0.410
H -0.552 -0.182 0.300 -1.990
H 0.293 0.943 -0.756 -0.034
C -1.414 0.862 -3.154 -0.865
C -3.383 2.156 -1.236 -0.977
C -3.045 -0.845 -1.150 -0.564
H -4.129 -0.677 -1.201 0.416
H -2.831 -1.273 -0.162 -0.111
H -2.771 -1.584 -1.915 0.348
H -1.453 1.891 -3.535 0.326
H -1.995 0.224 -3.833 0.362
H -0.368 0.527 -3.181 -0.100
H -2.917 3.148 -1.200 0.302
H -3.997 2.031 -0.333 0.136
H -4.059 2.126 -2.104 0.484
C -1.433 3.887 0.748 -1.743
H -0.927 4.523 1.495 0.238
H -2.519 4.014 0.844 0.724
H -1.120 4.204 -0.260 0.412
```

The frontier orbital gap (spin up / spin down) is 7.53 / 7.86 eV. As for the net charge: +1. The energy relative to the best compared isomer or geometry (same formula, charge and spin) comes out at 8.4 kcal per mole. As for the LUMO energy (spin up / spin down): -1.8353 / -2.0686 eV. As for the spin multiplicity: 5.

Values for largest force on an atom, eV/A, ordered as above
11.0 3.9